P | Molecular formula: C4H12
Method: DFT, wB97M-V/def2-TZVPD

Properties
Structure (SMILES): CC.CC
Lowest unoccupied orbital energy: 1.2 eV
Charge: 0
Orbital gap: 12.6 eV

Last column: natural (NBO) charge in e.
Element x y z (Å)
C: 0.452 -1.292 0.648  -0.616
C: 1.657 -1.999 1.202  -0.613
H: 0.171 -1.674 -0.335  0.205
H: -0.471 -1.390 1.225  0.204
H: 0.557 -0.202 0.603  0.205
H: 2.452 -2.182 0.472  0.205
H: 1.414 -2.963 1.641  0.205
H: 2.178 -1.431 1.970  0.204
C: -0.875 1.319 -1.592  -0.609
C: -1.269 1.969 -0.272  -0.604
H: 0.197 1.421 -1.735  0.201
H: -1.178 0.283 -1.590  0.205
H: -1.203 1.883 -2.481  0.204
H: -0.844 1.403 0.555  0.198
H: -2.328 1.863 -0.067  0.202
H: -0.912 2.991 -0.244  0.204

Q | Molecular formula: C4H12
Method: DFT, wB97M-V/def2-TZVPD

Properties
Structure (SMILES): CC.CC
Lowest unoccupied orbital energy: 1.1 eV
Charge: 0
Orbital gap: 12.6 eV

Last column: natural (NBO) charge in e.
Element x y z (Å)
C: 1.685 -2.726 -0.311  -0.614
C: 0.524 -2.011 0.405  -0.613
H: 2.292 -3.232 0.434  0.206
H: 1.322 -3.390 -1.080  0.207
H: 2.359 -2.004 -0.776  0.204
H: 0.609 -0.926 0.348  0.204
H: 0.421 -2.296 1.451  0.205
H: -0.431 -2.270 -0.056  0.203
C: -1.797 2.221 -0.289  -0.609
C: -0.368 2.472 0.137  -0.617
H: -2.053 2.835 -1.144  0.200
H: -2.075 1.213 -0.601  0.205
H: -2.480 2.543 0.500  0.202
H: -0.135 2.102 1.143  0.200
H: -0.257 3.548 0.270  0.209
H: 0.382 1.921 -0.433  0.209

R | Molecular formula: C4H12
Method: DFT, wB97M-V/def2-TZVPD

Properties
Structure (SMILES): CC.CC
Lowest unoccupied orbital energy: 1.1 eV
Charge: 0
Orbital gap: 12.1 eV

Last column: natural (NBO) charge in e.
Element x y z (Å)
C: 1.267 -1.102 -0.685  -0.619
C: 2.322 -1.491 0.340  -0.623
H: 0.536 -0.391 -0.314  0.208
H: 1.812 -0.615 -1.498  0.205
H: 0.700 -1.932 -1.120  0.206
H: 3.383 -1.454 0.095  0.210
H: 2.171 -0.988 1.295  0.205
H: 2.182 -2.537 0.654  0.203
C: -2.533 1.114 0.127  -0.617
C: -1.087 1.524 0.207  -0.617
H: -2.803 0.716 -0.855  0.210
H: -2.883 0.317 0.770  0.206
H: -3.127 2.005 0.417  0.205
H: -0.499 0.628 0.447  0.196
H: -0.716 1.877 -0.748  0.207
H: -0.650 2.145 0.993  0.214

S | Molecular formula: C4H12
Method: DFT, wB97M-V/def2-TZVPD

Properties
Structure (SMILES): CC.CC
Lowest unoccupied orbital energy: 1.1 eV
Charge: 0
Orbital gap: 11.7 eV

Last column: natural (NBO) charge in e.
Element x y z (Å)
C: -1.701 -1.837 -1.414  -0.606
C: -0.388 -1.133 -1.624  -0.631
H: -2.512 -1.371 -2.001  0.207
H: -1.634 -2.922 -1.711  0.205
H: -2.090 -1.745 -0.275  0.195
H: 0.389 -1.331 -1.008  0.216
H: -0.653 -0.068 -2.011  0.210
H: 0.148 -1.651 -2.392  0.205
C: 0.767 1.248 0.856  -0.637
C: 1.408 1.554 2.162  -0.604
H: 1.386 0.528 0.331  0.215
H: -0.306 1.164 1.060  0.222
H: 0.811 2.160 0.230  0.202
H: 1.245 2.732 2.312  0.192
H: 2.453 1.410 2.354  0.213
H: 0.677 1.262 3.133  0.197

Q: Which of them is the most stable? A: P.

P | Molecular formula: C3H8N2OS
Method: DFT, wB97M-V/def2-TZVPD

Properties
Lowest unoccupied orbital energy: 0.2 eV
Charge: 0
Orbital gap: 9.0 eV

Last column: natural (NBO) charge in e.
Element x y z (Å)
C: 1.186 1.168 0.851  -0.482
C: -0.213 1.483 0.299  -0.551
C: 1.553 -0.030 0.024  -0.523
N: -0.698 -1.105 -1.286  -0.720
N: -1.730 -1.979 -1.613  -0.616
O: -1.026 -1.135 1.698  -0.820
S: -0.287 -0.437 0.018  1.556
H: 1.909 1.932 0.991  0.242
H: 0.987 0.806 1.887  0.245
H: -0.829 1.907 1.153  0.253
H: -0.316 1.993 -0.670  0.229
H: 1.849 0.124 -0.996  0.237
H: 2.230 -0.884 0.370  0.252
H: -2.522 -1.316 -1.862  0.341
H: -2.092 -2.526 -0.863  0.359

Q | Molecular formula: C3H8N2OS
Method: DFT, wB97M-V/def2-TZVPD

Properties
Structure (SMILES): NC(=O)[C@@H](N)CS
Lowest unoccupied orbital energy: 0.8 eV
Charge: 0
Orbital gap: 9.3 eV

Last column: natural (NBO) charge in e.
Element x y z (Å)
N: -1.352 0.015 -2.041  -0.813
C: -0.506 0.656 -1.312  0.677
O: 0.175 1.599 -1.467  -0.608
C: -0.260 -0.066 0.105  -0.162
N: 0.272 -1.381 -0.143  -0.872
C: 0.815 0.528 1.022  -0.515
S: 0.322 0.750 2.801  -0.084
H: -1.839 -0.880 -1.686  0.432
H: -1.647 0.537 -2.843  0.405
H: -1.276 0.012 0.674  0.210
H: -0.002 -2.069 0.403  0.364
H: 1.185 -1.501 -0.531  0.375
H: 1.052 1.495 0.531  0.246
H: 1.654 -0.149 0.996  0.217
H: 1.407 0.453 3.490  0.128

R | Molecular formula: C3H8N2OS
Method: DFT, wB97M-V/def2-TZVPD

Properties
Lowest unoccupied orbital energy: -1.4 eV
Charge: 0
Orbital gap: 7.4 eV

Last column: natural (NBO) charge in e.
Element x y z (Å)
C: 1.195 -0.845 0.095  0.646
C: 0.803 -1.727 1.240  -0.706
C: -0.916 1.214 -2.150  -0.770
N: -0.970 0.587 1.642  -0.699
N: 0.424 0.257 -0.062  -0.592
O: 2.088 -1.062 -0.696  -0.576
S: 0.492 1.516 -1.018  0.623
H: 1.208 -2.721 1.082  0.235
H: -0.279 -1.745 1.333  0.254
H: 1.209 -1.316 2.161  0.233
H: -0.578 0.626 -2.998  0.230
H: -1.283 2.179 -2.482  0.227
H: -1.679 0.678 -1.596  0.237
H: -1.451 1.367 1.198  0.326
H: -0.263 0.992 2.250  0.329

Q: Which of them is the most stable? A: Q.

P | Molecular formula: C3H8N2OS
Method: DFT, wB97M-V/def2-TZVPD

Properties
Structure (SMILES): CO/C(=N/N)SC
Lowest unoccupied orbital energy: 0.7 eV
Charge: 0
Orbital gap: 9.2 eV

Last column: natural (NBO) charge in e.
Element x y z (Å)
C: -1.702 1.049 0.178  -0.306
O: -1.064 -0.210 -0.368  -0.526
C: 0.220 0.045 -0.572  0.417
N: 0.627 1.251 -0.834  -0.384
N: 2.105 1.613 -0.926  -0.677
S: 1.374 -1.422 -0.541  0.144
C: 0.066 -2.390 0.472  -0.670
H: -1.164 1.188 1.369  0.201
H: -2.704 0.595 0.550  0.196
H: -1.921 2.031 -0.457  0.245
H: 1.916 2.595 -0.592  0.358
H: 2.805 1.318 -0.180  0.351
H: -0.725 -2.481 -0.119  0.201
H: 0.469 -3.432 0.654  0.226
H: -0.302 -1.749 1.368  0.225

Q | Molecular formula: C3H8N2OS
Method: DFT, wB97M-V/def2-TZVPD

Properties
Structure (SMILES): N#CCN.CSO
Lowest unoccupied orbital energy: 0.4 eV
Charge: 0
Orbital gap: 9.2 eV

Last column: natural (NBO) charge in e.
Element x y z (Å)
N: -0.233 3.266 0.617  -0.318
C: -0.065 2.180 0.359  0.263
C: -0.015 0.715 0.265  -0.333
N: -0.398 -0.022 1.412  -0.846
H: 1.145 0.587 0.259  0.214
H: -0.391 0.337 -0.740  0.256
H: -1.139 -0.692 1.346  0.375
H: -0.730 0.524 2.241  0.382
C: 1.453 -2.691 -0.516  -0.813
S: 0.007 -2.743 -1.543  0.462
O: 0.693 -2.877 -3.103  -0.832
H: 2.267 -2.021 -0.873  0.238
H: 1.958 -3.718 -0.338  0.224
H: 1.114 -2.209 0.400  0.248
H: 0.080 -3.494 -3.518  0.481

R | Molecular formula: C3H8N2OS
Method: DFT, wB97M-V/def2-TZVPD

Properties
Structure (SMILES): CC/C(=N/S)NO
Lowest unoccupied orbital energy: 0.7 eV
Charge: 0
Orbital gap: 9.4 eV

Last column: natural (NBO) charge in e.
Element x y z (Å)
C: 1.971 -0.275 0.563  -0.640
C: 1.026 -0.645 -0.593  -0.467
C: -0.449 -0.090 -0.373  0.389
N: -1.260 -1.018 -0.481  -0.569
S: -2.873 -0.730 0.186  0.109
N: -0.550 1.239 0.165  -0.342
O: -1.777 1.946 -0.286  -0.591
H: 2.890 -1.162 0.502  0.234
H: 2.371 0.951 0.295  0.217
H: 1.409 -0.423 1.720  0.234
H: 1.470 -0.143 -1.528  0.209
H: 0.761 -1.746 -0.748  0.252
H: -2.869 -2.081 0.397  0.121
H: 0.061 1.850 -0.324  0.367
H: -2.182 2.327 0.505  0.477

S | Molecular formula: C3H8N2OS
Method: DFT, wB97M-V/def2-TZVPD

Properties
Structure (SMILES): CC/C(=N/S)NO
Lowest unoccupied orbital energy: 0.8 eV
Charge: 0
Orbital gap: 9.2 eV

Last column: natural (NBO) charge in e.
Element x y z (Å)
C: -1.274 2.534 0.077  -0.600
C: -1.728 1.126 -0.168  -0.449
C: -0.549 0.164 0.038  0.396
N: -0.067 -0.398 -1.023  -0.605
S: 1.341 -1.440 -1.016  0.135
N: -0.032 0.209 1.365  -0.349
O: 0.757 -0.923 1.623  -0.554
H: -2.170 3.223 0.007  0.212
H: -0.772 2.617 1.037  0.211
H: -0.517 2.904 -0.722  0.214
H: -2.487 0.920 0.569  0.202
H: -2.032 1.037 -1.194  0.241
H: 1.678 -1.600 -2.330  0.110
H: -0.846 0.230 1.995  0.356
H: 1.624 -0.537 1.833  0.479

Q: Which of them is the most stable? A: Q.

P | Molecular formula: C3H8N2OS
Method: DFT, wB97M-V/def2-TZVPD

Properties
Lowest unoccupied orbital energy: 0.9 eV
Charge: 0
Orbital gap: 8.9 eV

Last column: natural (NBO) charge in e.
Element x y z (Å)
C: 3.253 0.014 0.093  -0.727
C: -0.578 0.972 -0.149  0.256
C: -2.841 -0.126 -0.110  -0.421
H: 3.584 0.658 -0.763  0.239
H: 3.981 -0.822 0.172  0.227
H: 3.057 0.434 1.101  0.228
H: -0.893 1.990 -0.045  0.199
H: -3.051 0.778 0.481  0.204
H: -3.144 -0.166 -1.146  0.200
H: -3.211 -0.973 0.554  0.220
H: 0.070 -1.380 0.615  0.426
N: 0.628 0.795 -0.435  -0.665
N: -1.417 -0.117 0.170  -0.195
O: -0.914 -1.399 -0.292  -0.625
S: 1.474 -0.659 -0.245  0.434

Q | Molecular formula: C3H8N2OS
Method: DFT, wB97M-V/def2-TZVPD

Properties
Structure (SMILES): CS/N=C\N(C)O
Lowest unoccupied orbital energy: 0.6 eV
Charge: 0
Orbital gap: 8.5 eV

Last column: natural (NBO) charge in e.
Element x y z (Å)
C: 3.182 -0.410 -0.032  -0.776
S: 1.636 0.616 -0.123  0.353
N: 0.614 -0.820 0.221  -0.614
C: -0.705 -0.915 0.158  0.233
N: -1.671 0.007 -0.210  -0.172
C: -3.128 -0.387 -0.173  -0.438
O: -1.510 1.236 0.357  -0.538
H: 3.242 -0.667 1.143  0.231
H: 4.035 0.296 -0.328  0.222
H: 3.397 -1.474 -0.680  0.239
H: -1.124 -1.942 0.047  0.178
H: -3.259 -1.442 -0.515  0.210
H: -3.615 -0.530 0.863  0.194
H: -3.771 0.169 -0.743  0.205
H: -1.690 1.813 -0.473  0.472

R | Molecular formula: C3H8N2OS
Method: DFT, wB97M-V/def2-TZVPD

Properties
Structure (SMILES): CO/C(=N\N)SC
Lowest unoccupied orbital energy: 0.9 eV
Charge: 0
Orbital gap: 9.0 eV

Last column: natural (NBO) charge in e.
Element x y z (Å)
C: 0.085 -1.005 -1.969  -0.263
O: -0.788 -0.550 -1.019  -0.540
C: -0.342 0.107 -0.020  0.375
N: 0.230 -0.534 0.951  -0.338
N: 0.225 -1.949 0.520  -0.745
S: -0.888 1.855 0.112  0.221
C: -0.079 2.356 1.606  -0.748
H: 0.601 -0.059 -2.567  0.161
H: -0.546 -1.414 -2.850  0.205
H: 0.887 -1.594 -1.613  0.214
H: 0.946 -2.641 1.256  0.397
H: -0.652 -2.203 0.176  0.366
H: -0.107 3.479 1.472  0.229
H: 0.985 2.097 1.460  0.242
H: -0.557 2.055 2.486  0.226

Q: Which of them is the most stable? A: R.

P | Molecular formula: C3H9NS
Method: DFT, wB97M-V/def2-TZVPD

Properties
Structure (SMILES): NCCCS
Lowest unoccupied orbital energy: 1.0 eV
Charge: 0
Orbital gap: 10.1 eV

Last column: natural (NBO) charge in e.
Element x y z (Å)
N: 1.658 0.779 -1.476  -0.841
C: 1.225 0.252 -0.195  -0.211
C: -0.173 -0.381 -0.294  -0.410
C: -0.997 -0.203 0.988  -0.499
S: -2.742 -0.658 0.677  -0.062
H: 2.354 1.505 -1.399  0.363
H: 0.877 1.096 -2.029  0.355
H: 1.920 -0.516 0.143  0.182
H: 1.218 1.022 0.590  0.159
H: -0.712 0.135 -1.090  0.192
H: -0.118 -1.438 -0.568  0.215
H: -1.007 0.847 1.270  0.211
H: -0.601 -0.821 1.789  0.221
H: -2.902 -1.620 1.593  0.126

Q | Molecular formula: C3H9NS
Method: DFT, wB97M-V/def2-TZVPD

Properties
Structure (SMILES): C[C@H](S)CN
Lowest unoccupied orbital energy: 0.9 eV
Charge: 0
Orbital gap: 10.0 eV

Last column: natural (NBO) charge in e.
Element x y z (Å)
C: -0.591 0.252 -1.365  -0.626
C: -0.656 -0.090 0.179  -0.306
S: -0.906 1.330 1.293  -0.058
C: 0.600 -0.849 0.518  -0.229
N: 1.762 0.038 0.371  -0.869
H: 0.262 0.619 -1.863  0.227
H: -0.717 -0.796 -1.764  0.201
H: -1.380 1.027 -1.710  0.215
H: -1.439 -0.733 0.307  0.205
H: -2.190 1.307 1.156  0.117
H: 0.501 -1.154 1.612  0.189
H: 0.553 -1.621 -0.273  0.198
H: 2.485 -0.379 0.930  0.359
H: 1.716 1.050 0.608  0.377

Q: Which of them is the most stable? A: P.

P | Molecular formula: C3H9NS
Method: DFT, wB97M-V/def2-TZVPD

Properties
Structure (SMILES): C=N.CSC
Lowest unoccupied orbital energy: 0.4 eV
Charge: 0
Orbital gap: 8.9 eV

Last column: natural (NBO) charge in e.
Element x y z (Å)
C: -2.073 -0.115 2.049  -0.043
N: -2.386 -1.171 1.331  -0.619
H: -1.254 -0.150 2.881  0.158
H: -2.874 0.607 2.175  0.161
H: -2.657 -0.714 0.431  0.346
C: 2.200 1.134 -1.177  -0.742
S: 1.982 -0.660 -1.615  0.163
C: 0.330 -0.797 -0.850  -0.740
H: 2.168 1.697 -2.106  0.219
H: 1.437 1.595 -0.386  0.223
H: 3.193 1.185 -0.668  0.223
H: -0.102 -1.707 -1.191  0.224
H: -0.385 0.041 -1.112  0.209
H: 0.418 -0.943 0.239  0.218

Q | Molecular formula: C3H9NS
Method: DFT, wB97M-V/def2-TZVPD

Properties
Structure (SMILES): CNCCS
Lowest unoccupied orbital energy: 0.9 eV
Charge: 0
Orbital gap: 9.8 eV

Last column: natural (NBO) charge in e.
Element x y z (Å)
C: 1.981 -0.392 0.049  -0.445
N: 0.645 -0.599 -0.640  -0.630
C: -0.122 0.394 0.002  -0.209
C: -1.562 0.642 -0.381  -0.559
S: -2.844 -0.518 -0.121  -0.014
H: 2.308 0.655 -0.036  0.193
H: 2.838 -0.872 -0.699  0.209
H: 2.080 -0.488 1.124  0.190
H: 0.231 -1.619 -0.462  0.370
H: -0.268 -0.037 1.050  0.138
H: 0.491 1.343 0.015  0.205
H: -1.867 1.383 0.304  0.217
H: -1.555 0.863 -1.401  0.223
H: -2.355 -0.754 1.196  0.112

Q: Which of them is the most stable? A: Q.